--- i ---
Formula: H24O12
Source: the Open Molecules 2025 dataset
Level of theory: the ωB97M-V functional and the def2-TZVPD basis

net charge = 0
highest occupied orbital energy = -7.72 eV
HOMO-LUMO gap = 6.728 eV

Last column: Löwdin charge in e.
Positions of all 36 atoms, in Å:
H -0.0674 1.7317 -0.1956  -0.178
O -1.3149 -1.5173 1.3197  -0.052
O -0.3054 -0.6482 -0.4134  0.055
O 2.8199 -0.0443 -0.6592  -0.080
O 2.2279 -2.0520 -1.2586  -0.099
H 1.0586 0.4937 1.7066  -0.121
H -0.9206 0.0847 -0.3874  0.048
H -3.8011 0.8146 -1.7637  0.050
H -2.8277 -0.9613 0.3749  0.111
O -0.0727 0.5910 1.9729  0.089
O 1.1440 1.1430 -2.1914  -0.060
H -1.1874 2.5229 -0.5702  0.164
H -0.8439 -1.2557 0.5285  -0.141
H 3.7316 -0.2577 -0.4604  0.071
H 2.3602 -0.1566 0.1728  -0.172
O 0.8752 1.6638 -0.3474  0.061
O -1.1315 1.7762 0.0261  0.078
O -2.8576 0.7137 -1.6380  -0.029
O 1.7012 0.3058 1.0225  -0.047
H 1.6819 -1.8810 -0.4912  -0.205
H -0.7281 -0.0670 1.7409  0.030
H 0.5576 -0.2397 -0.3465  0.061
O 1.3050 -2.2035 0.5771  0.055
H 2.0626 -1.9678 1.1126  0.120
H -2.7733 0.2874 -0.7852  -0.196
H -0.5725 1.4004 2.0793  0.112
H 0.5573 -1.8244 1.0391  0.054
H 1.2211 2.5203 -0.0962  0.175
H 2.0747 -2.9749 -1.4613  0.032
H 1.0939 0.2030 -2.3650  0.029
H -2.0783 -1.9963 0.9972  0.079
H 1.3919 1.2037 -1.2688  -0.184
H 1.4315 0.8512 0.2835  -0.149
O -2.7649 -0.0062 0.3637  0.007
H -3.0115 0.2609 1.2492  0.148
H -2.0374 1.4860 0.1328  0.084

---

--- ii ---
Formula: H24O12
Source: the Open Molecules 2025 dataset
Level of theory: the ωB97M-V functional and the def2-TZVPD basis

SMILES = O.O.O.O.O.O.O.O.O.O.O.O
net charge = 0
highest occupied orbital energy = -10.72 eV
HOMO-LUMO gap = 10.531 eV

Last column: Löwdin charge in e.
Positions of all 36 atoms, in Å:
H -2.0473 -4.6128 -0.5406  0.109
H -0.3116 -2.3505 -3.0933  0.036
H 3.1374 1.3692 -0.0466  -0.106
H 2.9953 1.3132 4.0591  0.042
H 1.8961 -0.8964 -0.7228  -0.026
H 0.1205 1.3085 3.4486  0.027
H -3.7385 2.4886 1.0933  0.113
O 3.0926 1.0622 3.1495  -0.022
H -0.6608 -5.1547 0.0123  -0.012
H -1.6260 1.6473 -3.2687  -0.092
H -2.3713 2.8095 -3.1339  0.022
O 3.8570 1.6010 -0.4255  0.030
H 0.4575 0.7864 -3.2083  0.074
H -1.2708 3.0730 0.1254  0.079
O -3.0424 2.0244 1.7328  -0.130
H -4.1384 -0.5885 -0.9481  0.124
O 3.5499 -1.5013 2.1447  -0.061
O -0.0153 -3.1630 -2.6084  -0.104
O -4.3014 -1.0017 0.0489  -0.152
O 1.1862 -0.7262 -0.2654  0.091
H 1.2485 -0.9904 0.5781  -0.009
H 3.6634 1.8109 -1.3625  0.065
O -0.6917 2.4470 -0.4170  -0.055
H 2.2541 0.7289 2.9401  -0.051
O -1.1230 -4.3640 -0.1280  -0.085
H 0.2998 0.2109 -1.8455  0.069
O -0.2902 0.4534 -2.6678  -0.091
H -1.0234 1.6579 -0.7392  -0.042
H 0.3661 -2.6454 -1.8376  0.030
H -3.3717 -0.7579 0.3043  0.023
H -0.1609 1.1537 1.8801  0.001
O 0.3479 0.9662 2.6267  0.017
O -2.4646 1.9142 -3.3979  -0.001
H 4.0894 -1.3177 2.9001  0.019
H 2.7691 -0.9745 2.4353  0.016
H -3.4145 2.2327 2.6301  0.055

---

--- iii ---
Formula: H24O12
Source: the Open Molecules 2025 dataset
Level of theory: the ωB97M-V functional and the def2-TZVPD basis

SMILES = O.O.O.O.O.O.O.O.O.O.O.O
net charge = 0
highest occupied orbital energy = -10.60 eV
HOMO-LUMO gap = 10.634 eV

Last column: Löwdin charge in e.
Positions of all 36 atoms, in Å:
H 1.2471 -3.9623 1.4200  0.074
H 0.1206 0.4670 -0.3485  -0.020
H -1.3593 0.8504 0.0198  0.031
O -1.9285 2.9808 0.4048  -0.069
O 2.1788 2.1248 -1.2532  -0.050
O -3.2273 0.1912 -1.8845  -0.006
H -2.6607 -2.1723 -0.6631  -0.040
H 0.2230 3.9693 2.5306  -0.034
O 2.4264 -1.3369 3.1362  -0.081
O -0.4395 0.6834 0.3807  -0.045
H -4.3029 -0.6406 2.0579  0.013
O 3.9579 0.1658 -0.8250  -0.015
H 2.0985 2.3796 -0.3066  0.062
H 1.4685 1.5375 -1.4939  -0.019
O -3.5946 -1.2455 1.8758  -0.063
H 4.0890 0.5298 -1.6412  -0.016
O 0.9875 -3.2710 0.7432  -0.064
H 1.4317 3.3125 2.2201  0.060
H -3.7400 0.1463 -1.1374  -0.014
H -1.8969 2.1919 0.9107  -0.020
H -1.3496 -2.9525 -1.0812  0.060
H 2.3376 -1.5018 -1.5745  -0.008
H 3.8758 -0.7606 -1.0792  0.029
H 1.0475 -0.6497 -1.9169  0.006
O -1.8419 -2.4630 -0.3818  -0.050
H -2.4538 0.6649 -1.5338  0.016
H 1.7971 -1.9558 2.7532  -0.007
H -3.3219 -1.6695 2.7323  0.072
H 2.1294 -0.3932 2.8951  0.088
O -0.3153 0.4943 -2.8543  -0.063
O 0.5332 3.1326 2.5857  -0.021
H 0.3500 0.7506 -3.5928  0.126
O 1.4280 -1.5679 -1.8454  -0.054
H -0.9855 -0.0863 -3.1828  0.038
H -2.8804 3.3180 0.2801  0.094
H 1.4164 -2.4815 1.0738  -0.008

---

It turns out iii is the most stable, with the second structure 19.6 kcal/mol higher.

---

--- i ---
Formula: H24O12
Source: the Open Molecules 2025 dataset
Level of theory: the ωB97M-V functional and the def2-TZVPD basis

SMILES = O.O.O.O.O.O.O.O.O.O.O.O
net charge = 0
highest occupied orbital energy = -9.82 eV
HOMO-LUMO gap = 9.494 eV

Last column: Löwdin charge in e.
Positions of all 36 atoms, in Å:
H -3.2206 -22.1209 3.9739  0.031
H 0.6174 -24.4835 7.7733  -0.020
H 0.3387 -23.4273 5.4824  -0.026
H 1.7704 -23.4430 1.2733  0.033
H 0.1635 -21.0774 6.5965  -0.077
H -3.4881 -24.8871 6.9270  0.089
O 3.7736 -24.7185 5.9320  -0.089
H -2.1951 -24.2503 7.3687  -0.001
O -0.5447 -20.8873 7.1145  -0.014
H -1.2945 -23.7475 9.1143  0.040
H 0.5037 -21.1749 1.9992  0.034
H -4.6649 -22.1934 6.0113  0.091
O -0.3261 -23.7897 4.9869  0.033
O -2.7312 -24.3889 6.5992  -0.025
H -2.7137 -24.3415 3.0304  -0.036
O 1.5428 -24.8090 7.6607  -0.134
H 1.6962 -19.6671 5.7222  0.040
H -0.8350 -22.7805 8.0730  0.083
H -3.4741 -23.1679 5.8215  -0.017
O -2.6399 -22.3935 3.1779  -0.101
H -1.7012 -25.4882 3.3858  -0.033
H 0.8652 -21.6081 3.4244  0.068
H 0.7328 -23.4896 2.3669  -0.100
H 4.3491 -25.1198 6.6174  0.048
H -0.8591 -24.1728 5.6497  -0.009
H 1.9774 -24.4723 8.5810  0.135
H 2.2220 -21.2049 5.0674  0.135
O -0.8096 -23.7336 8.3460  -0.016
O 1.0613 -23.9210 1.6860  0.020
H -1.2041 -20.4024 6.5902  0.074
H -1.7849 -22.0387 3.4224  -0.018
O -2.4401 -25.2262 2.9387  -0.011
H 2.8297 -24.8065 6.0619  -0.017
O 0.0980 -21.5190 2.7678  -0.042
O 1.7792 -20.6011 5.8115  -0.076
O -3.7781 -22.2836 5.5551  -0.090

---

--- ii ---
Formula: H24O12
Source: the Open Molecules 2025 dataset
Level of theory: the ωB97M-V functional and the def2-TZVPD basis

SMILES = O.O.O.O.O.O.O.O.O.O.O.O
net charge = 0
highest occupied orbital energy = -10.46 eV
HOMO-LUMO gap = 10.189 eV

Last column: Löwdin charge in e.
Positions of all 36 atoms, in Å:
H 4.7916 -43.1993 -3.5677  0.001
O 3.2267 -46.3027 -1.2777  -0.048
H 6.7568 -41.7345 -2.0403  0.021
O 3.9503 -42.9509 -3.9952  -0.062
H 7.3672 -43.0400 -0.2669  0.030
O 4.2400 -48.6247 -2.3132  -0.078
H 0.5573 -45.6313 -4.1601  0.027
H 8.2231 -41.9978 0.4501  0.076
O 1.5055 -45.7861 -4.1780  -0.069
H 4.7816 -48.1126 -2.9216  0.030
H 4.0137 -41.9994 -4.1195  0.040
H 1.0964 -42.8955 -2.6153  0.048
O 1.7038 -43.6055 -2.3859  -0.077
H 2.5897 -43.2561 -2.6135  0.008
H 4.0192 -42.2993 -0.3458  0.071
H 5.4994 -42.3140 0.0887  0.031
H 2.3053 -46.5848 -1.2078  0.081
O 5.3947 -44.5841 -2.2514  -0.055
O 6.3106 -41.6089 -2.8949  -0.044
H 8.8111 -44.1898 -2.4091  0.028
O 7.4105 -42.0875 -0.0595  -0.055
H 5.5340 -44.6329 0.8048  -0.010
H 7.3209 -43.1606 -3.8691  -0.019
O 6.3287 -45.0580 1.1510  -0.046
H 3.4572 -45.9927 -0.3918  0.066
H 4.0727 -48.0224 -1.5638  -0.001
H 4.6514 -45.2016 -2.1689  0.033
O 4.7226 -42.8899 -0.0511  -0.053
H 7.4454 -44.7835 -2.0759  -0.002
O 7.6920 -43.5883 -4.6532  -0.051
H 5.9637 -40.7111 -2.8609  0.064
H 1.8315 -45.3669 -3.3689  -0.021
H 8.3197 -42.9483 -5.0050  0.042
H 5.3212 -43.9980 -1.4763  0.005
O 8.3509 -44.7083 -1.7393  -0.056
H 6.0118 -45.6948 1.8003  0.043

---

--- iii ---
Formula: H24O12
Source: the Open Molecules 2025 dataset
Level of theory: the ωB97M-V functional and the def2-TZVPD basis

SMILES = O.O.O.O.O.O.O.O.O.O.O.O
net charge = 0
highest occupied orbital energy = -11.00 eV
HOMO-LUMO gap = 10.542 eV

Last column: Löwdin charge in e.
Positions of all 36 atoms, in Å:
O 4.6378 1.0955 -0.1733  -0.056
O 4.0149 -2.8092 -0.2766  -0.048
H -0.9692 -0.3219 -0.4480  0.016
H -4.4696 -2.0677 -2.2945  0.040
O -1.5870 3.2330 1.8899  -0.058
H 1.0301 1.5389 0.7964  0.004
H -3.1905 -1.9319 0.6906  0.033
H -1.3805 4.9368 -1.3874  0.035
H -0.8723 -3.3884 -0.5389  0.060
O -5.0490 -2.4763 -1.6415  -0.049
H 5.1862 1.1839 0.6143  0.052
H -2.3958 3.2710 2.4128  0.040
O -0.9650 4.3404 -0.7543  -0.060
O 3.3635 -0.0123 -2.4054  -0.058
H -2.6612 -2.8593 1.7722  0.056
O 1.7298 2.1943 0.8959  -0.050
H -1.2009 4.7088 0.1045  0.019
H 0.2988 -2.4207 -0.5834  0.044
O -0.3322 0.3502 -0.7154  -0.049
O -0.5557 -2.5606 -0.1602  -0.094
H 4.1494 -0.3096 -1.9332  0.014
O 1.0556 -2.3440 2.6651  -0.063
H 3.8382 0.6615 0.1451  0.013
H -3.7171 2.1047 -1.0379  0.051
H 4.3608 -2.0366 0.1844  0.027
H 3.0692 -2.6366 -0.3466  0.020
O -3.3638 1.5085 -0.3681  -0.038
H 0.6498 -3.0896 2.2084  0.019
O -2.4703 -2.5432 0.8819  -0.058
H 0.5218 -0.0287 -0.4785  0.016
H 1.6058 2.7855 0.1448  0.044
H -1.8400 2.7386 1.1022  0.001
H 0.3394 -1.9754 3.1945  0.034
H -5.0536 -1.8510 -0.9081  0.014
H -3.9614 0.7526 -0.3882  0.026
H 2.8350 0.4257 -1.7288  0.006

---

--- iv ---
Formula: H24O12
Source: the Open Molecules 2025 dataset
Level of theory: the ωB97M-V functional and the def2-TZVPD basis

SMILES = O.O.O.O.O.O.O.O.O.O.O.O
net charge = 0
highest occupied orbital energy = -9.90 eV
HOMO-LUMO gap = 9.322 eV

Last column: Löwdin charge in e.
Positions of all 36 atoms, in Å:
H 2.8754 1.5929 -2.1709  0.081
O -0.6900 -4.8495 0.8635  -0.058
O 0.2424 -1.0480 -3.0003  -0.038
H -1.3753 2.8793 1.4733  0.057
H -1.0990 1.8573 -2.1661  -0.065
H -1.9039 -2.1668 -0.4430  0.052
H -0.2098 2.4469 0.5900  -0.009
O -0.9035 2.3813 -2.8989  -0.026
H -1.0681 -4.0316 0.5171  -0.025
H 1.0787 -2.6496 3.2793  0.024
O 0.0499 0.4637 3.4690  -0.056
H -1.6777 2.9360 -2.9522  0.050
H -0.0997 -1.2230 0.5450  0.004
H 0.0242 0.1466 -0.1363  0.001
H 1.6152 0.7047 1.1593  -0.043
H 0.4730 3.4358 -1.4620  0.011
H 2.6692 0.5165 -1.2661  0.033
H -2.1084 -1.8111 1.0231  0.109
O 2.3838 1.2051 1.4099  -0.021
O 0.4413 -0.4334 0.5090  -0.068
H 1.2090 2.2838 -1.0465  0.002
H -1.3931 -5.4704 0.7361  0.016
H -1.8175 -0.2115 -1.5766  0.048
O 0.5624 -2.2238 2.6499  0.006
H -0.5553 -0.6649 -3.3632  0.024
O -1.4583 0.5459 -1.1357  -0.067
H -0.8037 0.8744 3.3236  0.014
H 0.1419 0.0591 2.6194  -0.047
H -1.7664 0.4332 -0.1807  0.101
O -1.5397 -2.3127 0.4108  -0.017
H 1.0205 -2.2599 1.8350  0.015
O 0.8259 3.1037 -0.6648  -0.049
H 0.4927 -0.4335 -2.3094  -0.016
H 3.0818 0.7512 0.9806  0.007
O -0.8816 2.1036 1.1941  -0.055
O 2.1637 1.0688 -1.8154  0.005

---

It turns out ii is the most stable, with the second structure 29.1 kcal/mol higher.

---

--- i ---
Formula: C7H14NO3
Source: the Open Molecules 2025 dataset
Level of theory: the ωB97M-V functional and the def2-TZVPD basis

net charge = -1
highest occupied orbital energy = -4.47 eV
HOMO-LUMO gap = 7.973 eV

Last column: Löwdin charge in e.
Positions of all 25 atoms, in Å:
N 0.6195 -1.8858 0.7115  -0.146
H 2.5968 -2.1933 0.1453  0.107
O -0.7280 -3.6613 0.8897  -0.016
O 0.2339 3.5794 0.4053  -0.088
H -2.7789 -2.0072 1.3721  0.077
H 1.4876 -3.7659 0.2703  0.064
H -1.0500 3.5116 -2.5913  0.050
H -0.0962 0.0417 1.1195  0.088
C 1.5016 0.2554 -0.1565  -0.079
H 1.2810 -0.4640 2.0753  0.116
H -0.7387 4.8704 -1.5671  0.035
H 1.4242 -2.6569 -1.0543  0.077
C 1.5935 -2.7270 0.0236  -0.058
C -1.9783 -1.5728 0.7609  0.028
H -2.2281 3.9547 -1.4252  0.052
C -0.4588 2.9582 -0.4302  -0.775
O -0.8545 1.7836 -0.3218  -0.099
H -1.6709 -0.5691 0.9726  0.034
C -0.6552 -2.4346 0.8908  -0.439
C 0.8882 -0.5033 1.0514  -0.205
C -1.1333 3.8657 -1.5395  -0.057
H -2.2698 -1.6962 -0.2610  0.072
H 2.5910 0.2954 -0.1149  0.056
H 1.2861 -0.2604 -1.0849  0.072
H 1.1372 1.2818 -0.1417  0.033

---

--- ii ---
Formula: C7H14NO3
Source: the Open Molecules 2025 dataset
Level of theory: the ωB97M-V functional and the def2-TZVPD basis

net charge = -1
highest occupied orbital energy = -4.01 eV
HOMO-LUMO gap = 7.143 eV

Last column: Löwdin charge in e.
Positions of all 25 atoms, in Å:
C 1.8117 0.7989 -0.7234  -0.433
H -1.1178 0.4143 0.6182  0.146
H 1.4946 2.5053 1.6951  0.098
H -0.4501 -3.3856 1.8112  0.053
C -0.6293 -3.0175 0.7938  -0.059
H 1.0583 1.2362 -2.6199  0.050
H 1.6071 -0.5507 -2.7460  0.154
C -1.0839 1.8211 -1.2023  -0.075
C -2.1495 -2.6457 0.8000  -0.750
O 2.9949 0.6096 -0.4517  0.015
H -1.6588 0.6080 -1.3543  0.162
O -2.4081 -1.4582 1.1979  -0.142
H -0.3138 1.7572 -1.9488  -0.036
H -0.1989 -3.9809 0.2487  0.089
H 2.3173 0.8690 1.8387  0.025
N 0.9610 0.9675 0.4383  -0.123
C 1.1950 0.3614 -2.0195  -0.051
H 0.9232 1.3801 2.5943  0.088
O -3.0036 -3.5297 0.4522  -0.137
H -1.7614 2.7459 -1.0785  0.072
H -0.1684 -2.1725 0.4302  -0.004
C -0.4141 1.4442 0.2844  -0.219
C 1.5218 1.4097 1.6972  -0.060
H -0.7728 1.9886 1.1456  0.074
H 0.2455 -0.1764 -1.9014  0.062

---

It turns out i is the most stable, with the second structure 93.7 kcal/mol higher.